{"formula": "C5H10O", "method": "ωB97M-V/def2-TZVPD", "lumo_energy_ev": 1.083, "homo_lumo_gap_ev": 10.79, "symbols": ["C", "C", "C", "H", "H", "H", "H", "H", "H", "C", "C", "O", "H", "H", "H", "H"], "xyz": [[-0.8100, -0.1513, 1.7068], [0.0258, 0.7598, 1.2127], [1.5155, 0.6102, 1.1308], [-1.8848, 0.0121, 1.7328], [-0.4462, -1.0949, 2.1103], [-0.3865, 1.6920, 0.8219], [1.8636, 0.7328, 0.0983], [1.8346, -0.3795, 1.4712], [2.0174, 1.3700, 1.7419], [-0.8350, -0.0197, -2.0253], [-0.1214, -1.1333, -1.3056], [1.0681, -1.3370, -1.3780], [-1.5074, 0.5047, -1.3387], [-0.1112, 0.6749, -2.4577], [-1.4505, -0.4474, -2.8265], [-0.7717, -1.7936, -0.6949]], "atomic_forces_ev_per_a": [[0.1, 0.1, 0.0], [-0.1, -0.1, 0.1], [0.0, 0.0, 0.0], [0.2, 0.0, 0.0], [0.0, 0.1, -0.1], [0.0, -0.1, 0.1], [-0.1, 0.0, 0.2], [-0.1, 0.1, 0.0], [-0.1, -0.1, -0.1], [0.1, 0.1, 0.0], [0.2, 0.0, -0.1], [-0.5, 0.1, 0.0], [0.1, -0.1, -0.1], [-0.1, -0.1, 0.0], [0.1, 0.0, 0.1], [0.1, 0.0, -0.1]]}

{"formula": "C5H10O", "method": "ωB97M-V/def2-TZVPD", "lumo_energy_ev": 1.010, "homo_lumo_gap_ev": 10.32, "symbols": ["C", "C", "C", "O", "C", "C", "H", "H", "H", "H", "H", "H", "H", "H", "H", "H"], "xyz": [[1.7374, 0.2303, 0.5283], [0.9992, 0.3667, -0.8022], [-0.4963, 0.5322, -0.8399], [-1.1110, 0.4845, -1.8908], [-1.3234, 0.5307, 0.3875], [-1.2701, -1.0941, 0.3244], [1.6254, -0.7578, 0.9923], [1.4175, 0.9844, 1.2557], [2.8072, 0.3810, 0.3478], [1.2525, -0.4481, -1.4884], [1.2923, 1.2935, -1.2972], [-2.1820, 1.1814, 0.1200], [-1.0371, 0.7938, 1.4116], [-0.7443, -1.5812, -0.5309], [-0.6925, -1.4104, 1.1940], [-2.2747, -1.4868, 0.2877]], "atomic_forces_ev_per_a": [[0.0, 0.0, 0.0], [0.2, 0.2, -0.2], [0.1, 0.4, -0.5], [0.6, 0.6, -0.1], [0.0, -0.7, -0.1], [-0.5, 0.0, 0.6], [-0.1, 0.2, -0.2], [0.0, -0.1, -0.1], [-0.2, 0.0, 0.1], [0.0, 0.2, 0.0], [0.4, 0.0, -0.1], [-0.2, -1.5, 0.2], [0.7, 0.2, -0.6], [-0.4, 0.9, 0.4], [-0.5, -0.2, 0.2], [-0.2, -0.3, 0.4]]}

{"formula": "C5H10O", "method": "ωB97M-V/def2-TZVPD", "lumo_energy_ev": 0.888, "homo_lumo_gap_ev": 10.84, "symbols": ["C", "C", "H", "H", "H", "H", "C", "C", "H", "H", "H", "H", "C", "O", "H", "H"], "xyz": [[1.3523, 0.8715, 0.8424], [1.9079, 0.6092, -0.3366], [0.3206, 1.2025, 0.9167], [1.8973, 0.7501, 1.7752], [1.3498, 0.7168, -1.2650], [2.9360, 0.2655, -0.4244], [-2.2322, 0.0131, 0.1683], [-1.8635, 1.2376, -0.1929], [-2.7653, -0.1668, 1.0992], [-1.9869, -0.8544, -0.4388], [-2.0787, 2.1111, 0.4188], [-1.3140, 1.4162, -1.1158], [0.6211, -2.0410, -0.3551], [-0.2563, -2.0183, -1.1819], [0.4372, -1.8769, 0.7239], [1.6748, -2.2360, -0.6340]], "atomic_forces_ev_per_a": [[0.1, 0.0, -0.1], [0.0, 0.1, 0.2], [0.2, -0.1, 0.0], [0.0, 0.0, -0.1], [0.1, 0.0, 0.2], [-0.1, 0.1, 0.0], [0.0, 0.2, 0.0], [-0.1, -0.1, 0.0], [0.0, 0.1, -0.1], [-0.1, 0.2, 0.1], [0.0, -0.1, -0.1], [-0.1, -0.1, 0.1], [-0.2, -0.1, -0.3], [0.5, -0.1, 0.3], [-0.1, 0.0, -0.2], [-0.1, 0.0, 0.0]]}

{"formula": "C5H10O", "method": "ωB97M-V/def2-TZVPD", "lumo_energy_ev": 0.884, "homo_lumo_gap_ev": 9.02, "symbols": ["C", "C", "C", "C", "C", "O", "H", "H", "H", "H", "H", "H", "H", "H", "H", "H"], "xyz": [[-1.6749, 0.7465, -0.4971], [-0.4517, 0.0632, 0.0567], [-0.6102, -0.5232, 1.4362], [0.7113, 0.0089, -0.6062], [2.0388, -0.3779, -0.0172], [0.8567, 0.3621, -1.9264], [-1.4804, 1.2814, -1.4331], [-2.0119, 1.5041, 0.2233], [-2.5192, 0.0638, -0.6573], [-0.6584, 0.2431, 2.2217], [0.1945, -1.2207, 1.6865], [-1.5511, -1.0873, 1.4878], [2.1356, -0.0100, 1.0079], [2.2027, -1.4612, -0.0140], [2.8291, 0.0763, -0.6211], [-0.0109, 0.3310, -2.3478]], "atomic_forces_ev_per_a": [[0.0, 0.0, -0.1], [0.2, 0.0, -0.1], [0.0, 0.0, 0.1], [-0.1, -0.1, 0.4], [0.0, 0.0, 0.1], [-0.2, 0.0, -0.1], [-0.1, -0.1, 0.1], [0.0, -0.1, -0.1], [0.1, 0.0, 0.0], [0.0, -0.1, -0.1], [-0.1, 0.2, 0.0], [0.1, 0.1, 0.0], [0.0, -0.1, -0.1], [0.0, 0.1, 0.0], [-0.1, -0.1, 0.1], [0.1, 0.1, 0.0]]}

{"formula": "C5H10O", "method": "ωB97M-V/def2-TZVPD", "lumo_energy_ev": 0.832, "homo_lumo_gap_ev": 8.14, "symbols": ["C", "C", "C", "C", "O", "C", "H", "H", "H", "H", "H", "H", "H", "H", "H", "H"], "xyz": [[-0.9536, 0.8842, -0.4389], [0.3503, -0.6109, 0.2829], [-1.5386, -0.7838, -0.0233], [1.1823, 0.2253, 1.2364], [2.3139, -0.2504, 0.4772], [1.4942, -0.4422, -0.6959], [-1.3267, 0.8942, -1.4637], [-0.0083, 1.4210, -0.4408], [-1.6282, 1.4247, 0.2266], [-1.3458, -1.6376, -0.6694], [-1.6816, -1.1105, 1.0041], [-2.5221, -0.3851, -0.3486], [1.2203, -0.0917, 2.2849], [1.1219, 1.3290, 1.1850], [1.7935, -1.3228, -1.2762], [1.5285, 0.4565, -1.3401]], "atomic_forces_ev_per_a": [[0.0, 0.3, -0.1], [0.0, 0.1, 0.0], [-0.3, -0.3, 0.0], [-0.1, 0.1, 0.3], [0.2, 0.0, 0.0], [0.0, -0.1, -0.3], [0.0, 0.0, 0.2], [-0.1, -0.1, 0.0], [0.1, -0.1, -0.1], [0.0, 0.1, 0.1], [0.0, 0.1, -0.1], [0.2, 0.0, 0.1], [0.0, 0.0, -0.2], [0.0, -0.2, 0.0], [0.0, 0.1, 0.1], [0.0, -0.1, 0.1]]}

{"formula": "C5H10O", "method": "ωB97M-V/def2-TZVPD", "lumo_energy_ev": 1.024, "homo_lumo_gap_ev": 10.54, "symbols": ["C", "C", "C", "C", "C", "O", "H", "H", "H", "H", "H", "H", "H", "H", "H", "H"], "xyz": [[1.2787, 0.9771, 0.0971], [0.2306, -0.1237, 0.0222], [0.8108, -1.4940, 0.3769], [-1.1295, 0.2727, 0.6407], [-1.5823, 0.4289, -0.8141], [-0.3667, -0.1481, -1.3025], [2.1299, 0.7329, -0.5478], [1.6427, 1.0921, 1.1250], [0.8609, 1.9340, -0.2342], [0.8994, -2.0779, -0.5442], [0.1673, -2.0501, 1.0657], [1.8055, -1.4193, 0.8287], [-1.1368, 1.1736, 1.2611], [-1.6250, -0.5434, 1.1735], [-1.7013, 1.4699, -1.1442], [-2.4616, -0.1454, -1.1268]], "atomic_forces_ev_per_a": [[0.0, 0.0, 0.0], [0.3, 0.0, 0.2], [0.0, 0.0, 0.0], [-0.1, 0.0, 0.1], [-0.3, 0.2, 0.0], [0.0, -0.1, -0.1], [-0.1, 0.0, 0.1], [-0.1, 0.0, -0.1], [0.0, -0.1, 0.0], [0.0, 0.1, 0.1], [0.0, 0.1, -0.1], [-0.2, 0.0, 0.0], [0.0, -0.1, -0.1], [0.1, 0.1, -0.1], [0.0, -0.1, 0.0], [0.1, 0.1, 0.1]]}

{"formula": "C5H10O", "method": "ωB97M-V/def2-TZVPD", "lumo_energy_ev": 1.112, "homo_lumo_gap_ev": 11.23, "symbols": ["O", "C", "C", "C", "C", "C", "H", "H", "H", "H", "H", "H", "H", "H", "H", "H"], "xyz": [[2.2882, 0.8551, 0.2143], [1.9276, -0.4986, 0.0311], [0.5261, -0.6649, -0.5478], [-0.5401, -0.1011, 0.3768], [-1.9918, -0.2146, 0.0152], [-1.3227, 1.1292, -0.0065], [1.5875, 1.2699, 0.7344], [1.9922, -1.0583, 0.9806], [2.6735, -0.9225, -0.6485], [0.3427, -1.7333, -0.7255], [0.4793, -0.1601, -1.5221], [-0.3197, -0.2146, 1.4401], [-2.2361, -0.6826, -0.9356], [-2.7018, -0.4204, 0.8116], [-1.1104, 1.5675, -0.9787], [-1.5945, 1.8494, 0.7608]], "atomic_forces_ev_per_a": [[-0.1, 0.2, 0.2], [-0.1, -0.4, -0.1], [0.0, 0.0, 0.0], [0.1, -0.1, 0.1], [-0.1, -0.1, 0.0], [0.0, 0.2, 0.0], [0.1, 0.0, -0.1], [0.0, 0.1, -0.1], [-0.1, 0.1, 0.1], [0.1, 0.1, 0.1], [0.0, -0.1, 0.1], [0.0, 0.0, -0.2], [0.1, 0.1, 0.1], [0.1, 0.0, -0.1], [0.0, -0.1, 0.2], [0.1, -0.1, -0.1]]}

{"formula": "C5H10O", "method": "ωB97M-V/def2-TZVPD", "lumo_energy_ev": 1.008, "homo_lumo_gap_ev": 9.30, "symbols": ["C", "O", "C", "C", "C", "C", "H", "H", "H", "H", "H", "H", "H", "H", "H", "H"], "xyz": [[2.3143, 0.0766, 0.2618], [1.2403, -0.7921, 0.5850], [0.1217, -0.3943, 0.0017], [-0.5212, 0.9847, -0.0662], [-1.9084, 0.3226, 0.1343], [-1.2241, -1.0779, 0.1946], [2.2273, 1.0123, 0.8273], [2.2592, 0.2712, -0.8253], [3.2280, -0.4501, 0.5311], [0.5437, -0.3251, -1.7121], [-0.1900, 1.8705, 0.4827], [-0.2713, 1.0292, -1.1181], [-2.5774, 0.4578, -0.7201], [-2.4486, 0.5988, 1.0470], [-1.4118, -1.6678, 1.1037], [-1.3620, -1.7011, -0.6821]], "atomic_forces_ev_per_a": [[0.2, 0.0, 0.1], [0.1, 0.0, 0.4], [0.5, -0.5, -2.3], [0.1, 0.3, -0.6], [0.0, 0.0, -0.1], [0.2, -0.2, -0.4], [0.1, -0.1, -0.2], [0.2, 0.0, 0.3], [0.0, 0.1, 0.0], [-0.4, -1.2, 2.6], [-0.1, -0.4, 0.2], [-1.0, 1.9, 0.1], [0.1, 0.0, 0.2], [0.3, -0.1, -0.2], [0.4, 0.3, -0.2], [-0.6, -0.2, 0.1]]}

Here are the calculated highest occupied orbital energy numbers, same order: -9.70 -9.31 -9.96 -8.14 -7.31 -9.52 -10.12 -8.29 (eV).
Here are the calculated ΔE to the lowest compared entry with this formula, charge and spin numbers, same order: 1.250 1.349 2.929 0.584 7.825 1.035 1.160 4.592 (eV).